Record 1
An isolated ion of composition C4H8N3 and charge +1 at a distorted geometry, computed with ωB97M-V with the def2-TZVPD basis set.

Each atom is followed by the atoms it is bonded to, with distances in Å.
Element x y z (Å)
1 C -0.313 0.633 -0.101  C2 1.514, C3 1.477, H8 1.109, H9 1.218
2 C 0.508 -0.636 -0.203  C1 1.514, C4 1.501, H10 1.099, H11 1.111
3 C -1.771 0.698 0.123  C1 1.477, N6 1.364, H14 1.086
4 C 1.931 -0.182 -0.055  C2 1.501, N5 1.273, N7 1.360
5 N 2.611 0.811 0.362  C4 1.273, N7 1.526
6 N -2.517 -0.431 0.301  C3 1.364, H12 1.014, H13 1.029
7 N 3.241 -0.538 0.023  C4 1.360, N5 1.526, H15 1.049
8 H 0.164 1.209 0.718  C1 1.109
9 H -0.239 1.410 -1.036  C1 1.218
10 H 0.374 -1.223 0.716  C2 1.099
11 H 0.339 -1.301 -1.076  C2 1.111
12 H -2.316 -1.296 0.791  N6 1.014
13 H -3.516 -0.204 0.391  N6 1.029
14 H -2.141 1.709 -0.016  C3 1.086
15 H 3.645 -0.659 -0.937  N7 1.049

Calculated values
* multiplicity: 1
* structure (SMILES): [NH2+]=CCCC1=NN1
* HOMO energy: -0.4519 Ha
* net charge: +1
* max |F|: 4.809 eV/A
* relative energy (zero: lowest compared OMol25 entry of this formula, charge and spin): 594.6 kJ/mol
* total energy: -8736.619 eV

***

Record 2
An isolated ion of composition C4H8N3 and charge +1 at a distorted geometry, computed with ωB97M-V with the def2-TZVPD basis set.

Each atom is followed by the atoms it is bonded to, with distances in Å.
Element x y z (Å)
1 C -0.222 1.177 0.484  N6 1.154, N7 1.288
2 C 0.827 -1.810 -1.588  N5 1.260, H8 1.071, H9 1.044
3 C 1.713 0.200 -0.556  N5 1.466, N7 1.498, H10 1.063, H11 1.067
4 C -2.412 0.368 1.563  N6 1.436, H12 1.125, H13 1.045, H14 1.159
5 N 0.699 -0.828 -0.809  C2 1.260, C3 1.466
6 N -1.116 0.728 1.060  C1 1.154, C4 1.436
7 N 0.878 1.378 -0.155  C1 1.288, C3 1.498, H15 0.977
8 H 0.058 -2.554 -1.562  C2 1.071
9 H 1.602 -2.051 -2.245  C2 1.044
10 H 2.328 -0.157 0.234  C3 1.063
11 H 2.299 0.590 -1.358  C3 1.067
12 H -3.257 1.015 1.197  C4 1.125
13 H -2.557 -0.632 1.295  C4 1.045
14 H -2.304 0.428 2.715  C4 1.159
15 H 1.465 2.149 -0.275  N7 0.977

Calculated values
* multiplicity: 1
* structure (SMILES): C=NC[NH+]=C=NC
* HOMO energy: -0.5207 Ha
* net charge: +1
* max |F|: 3.031 eV/A
* relative energy (zero: lowest compared OMol25 entry of this formula, charge and spin): 380.9 kJ/mol
* total energy: -8738.834 eV

***

Record 3
A 2-piece molecular cluster, C4H8N3O overall at a distorted geometry, computed with ωB97M-V with the def2-TZVPD basis set.

Each atom is followed by the atoms it is bonded to, with distances in Å.
Element x y z (Å)
1 C 1.804 -0.902 0.190  C2 1.494, N5 1.288, H9 1.072
2 C 1.805 0.184 1.215  C1 1.494, N6 1.427, H10 1.092, H13 1.095
3 C 0.567 0.669 -0.467  N5 1.383, N6 1.275, N7 1.446
4 C -2.536 -1.181 0.243  O8 1.204, H11 1.101, H12 1.095
5 N 1.045 -0.586 -0.801  C1 1.288, C3 1.383
6 N 0.953 1.173 0.639  C2 1.427, C3 1.275
7 N -0.444 1.297 -1.289  C3 1.446, H14 1.028, H15 1.066, H16 1.026
8 O -1.920 -0.150 0.324  C4 1.204
9 H 2.332 -1.834 0.238  C1 1.072
10 H 2.790 0.590 1.454  C2 1.092
11 H -3.007 -1.513 -0.696  C4 1.101
12 H -2.668 -1.853 1.098  C4 1.095
13 H 1.377 -0.144 2.168  C2 1.095
14 H -0.423 2.317 -1.160  N7 1.028
15 H -1.344 0.896 -0.882  N7 1.066
16 H -0.331 1.036 -2.274  N7 1.026

Calculated values
* multiplicity: 1
* HOMO energy: -0.5431 Ha
* net charge: +1
* max |F|: 2.197 eV/A
* relative energy (zero: lowest compared OMol25 entry of this formula, charge and spin): 265.7 kJ/mol
* total energy: -10787.547 eV

***

Record 4
A 2-piece molecular cluster, C4H8N3O2 overall at a distorted geometry, computed with ωB97M-V with the def2-TZVPD basis set.

Each atom is followed by the atoms it is bonded to, with distances in Å.
Element x y z (Å)
1 C -0.720 -0.910 0.854  C2 1.321, C4 1.540, H10 1.118
2 C 0.092 -0.357 -0.030  C1 1.321, N7 1.407
3 C 2.036 -2.358 -1.381  O8 1.148, O9 1.192
4 C -1.909 -0.293 1.614  C1 1.540, H11 1.107, H12 1.126, H13 1.037
5 N 1.159 1.376 -1.291  N7 1.521, H14 1.099, H15 1.100
6 N -0.379 2.104 0.348  N7 1.473, H16 1.038, H17 1.090
7 N -0.080 0.951 -0.518  C2 1.407, N5 1.521, N6 1.473
8 O 2.661 -2.591 -0.447  C3 1.148
9 O 1.539 -2.410 -2.463  C3 1.192
10 H -0.574 -2.014 0.958  C1 1.118
11 H -1.761 0.785 1.821  C4 1.107
12 H -2.088 -0.749 2.628  C4 1.126
13 H -2.680 -0.570 0.978  C4 1.037
14 H 1.757 0.454 -1.330  N5 1.099
15 H 0.787 1.491 -2.320  N5 1.100
16 H -0.332 2.821 -0.402  N6 1.038
17 H 0.493 2.269 0.980  N6 1.090

Calculated values
* multiplicity: 1
* HOMO energy: -0.0906 Ha
* net charge: -1
* max |F|: 3.707 eV/A
* relative energy (zero: lowest compared OMol25 entry of this formula, charge and spin): 213.8 kJ/mol
* total energy: -12839.654 eV

***

Record 5
An isolated ion of composition C4H8N3O2 and charge +1 at a distorted geometry, computed with ωB97M-V with the def2-TZVPD basis set.

Each atom is followed by the atoms it is bonded to, with distances in Å.
Element x y z (Å)
1 C -1.270 0.005 1.609  N6 1.397, O9 1.412, H10 1.044, H11 1.086
2 C 0.775 0.579 -1.452  C3 1.578, N5 1.399, H12 1.101, H13 1.122
3 C -0.034 0.984 -0.159  C2 1.578, N6 1.465, H14 1.054, H15 1.042
4 C 0.326 -1.276 0.358  N6 1.260, H16 1.086
5 N 1.717 -0.419 -1.182  C2 1.399, H17 1.082
6 N -0.343 -0.235 0.593  C1 1.397, C3 1.465, C4 1.260
7 N -0.960 -1.692 3.181  O8 1.165, O9 1.430
8 O -0.464 -2.024 4.181  N7 1.165
9 O -0.704 -0.322 2.861  C1 1.412, N7 1.430
10 H -2.180 -0.492 1.493  C1 1.044
11 H -1.679 1.011 1.636  C1 1.086
12 H -0.051 0.118 -2.017  C2 1.101
13 H 1.421 1.399 -1.860  C2 1.122
14 H 0.656 1.532 0.419  C3 1.054
15 H -0.778 1.629 -0.501  C3 1.042
16 H 0.100 -2.205 0.874  C4 1.086
17 H 1.829 -1.379 -1.668  N5 1.082

Calculated values
* multiplicity: 1
* HOMO energy: -0.5365 Ha
* net charge: +1
* max |F|: 5.412 eV/A
* relative energy (zero: lowest compared OMol25 entry of this formula, charge and spin): 890.4 kJ/mol
* total energy: -12828.042 eV

***

Record 6
An isolated ion of composition C4H8N3O3S and charge +1 at a distorted geometry, computed with ωB97M-V with the def2-TZVPD basis set.

Each atom is followed by the atoms it is bonded to, with distances in Å.
Element x y z (Å)
1 C -0.195 -0.617 0.758  C4 1.707, N6 1.270, S11 1.752
2 C -1.002 1.552 -0.603  C4 1.567, N7 1.468, H12 1.091, H13 1.105
3 C 1.089 1.179 -0.750  C4 1.500, N7 1.441, H14 1.062, H15 1.085
4 C 0.104 1.018 0.370  C1 1.707, C2 1.567, C3 1.500, H16 1.045
5 N -2.157 -1.138 -0.494  N6 1.255, O8 1.181
6 N -1.061 -1.275 0.102  C1 1.270, N5 1.255
7 N -0.006 1.370 -1.666  C2 1.468, C3 1.441, H19 1.033
8 O -2.369 -1.467 -1.609  N5 1.181
9 O -0.066 -2.654 1.843  S11 1.534, H17 0.879
10 O 2.140 -1.523 1.296  S11 1.626, H18 0.923
11 S 0.716 -1.353 2.062  C1 1.752, O9 1.534, O10 1.626
12 H -1.854 0.876 -0.685  C2 1.091
13 H -1.257 2.624 -0.694  C2 1.105
14 H 1.669 2.069 -0.778  C3 1.062
15 H 1.705 0.336 -1.044  C3 1.085
16 H 0.314 1.469 1.288  C4 1.045
17 H -0.661 -2.734 1.201  O9 0.879
18 H 2.856 -1.855 1.774  O10 0.923
19 H 0.035 2.124 -2.371  N7 1.033

Calculated values
* multiplicity: 1
* HOMO energy: -0.4525 Ha
* net charge: +1
* max |F|: 8.711 eV/A
* relative energy (zero: lowest compared OMol25 entry of this formula, charge and spin): 720.4 kJ/mol
* total energy: -25710.727 eV

***

Question: Look up the relative energy (zero: lowest compared OMol25 entry of this formula, charge and spin) of the fifth one.
Answer: 890.4 kJ/mol

***

What did the fourth record say?
A 2-piece molecular cluster, C4H8N3O2 overall at a distorted geometry, computed with ωB97M-V with the def2-TZVPD basis set.

Each atom is followed by the atoms it is bonded to, with distances in Å.
Element x y z (Å)
1 C -0.720 -0.910 0.854  C2 1.321, C4 1.540, H10 1.118
2 C 0.092 -0.357 -0.030  C1 1.321, N7 1.407
3 C 2.036 -2.358 -1.381  O8 1.148, O9 1.192
4 C -1.909 -0.293 1.614  C1 1.540, H11 1.107, H12 1.126, H13 1.037
5 N 1.159 1.376 -1.291  N7 1.521, H14 1.099, H15 1.100
6 N -0.379 2.104 0.348  N7 1.473, H16 1.038, H17 1.090
7 N -0.080 0.951 -0.518  C2 1.407, N5 1.521, N6 1.473
8 O 2.661 -2.591 -0.447  C3 1.148
9 O 1.539 -2.410 -2.463  C3 1.192
10 H -0.574 -2.014 0.958  C1 1.118
11 H -1.761 0.785 1.821  C4 1.107
12 H -2.088 -0.749 2.628  C4 1.126
13 H -2.680 -0.570 0.978  C4 1.037
14 H 1.757 0.454 -1.330  N5 1.099
15 H 0.787 1.491 -2.320  N5 1.100
16 H -0.332 2.821 -0.402  N6 1.038
17 H 0.493 2.269 0.980  N6 1.090

Calculated values
* multiplicity: 1
* HOMO energy: -0.0906 Ha
* net charge: -1
* max |F|: 3.707 eV/A
* relative energy (zero: lowest compared OMol25 entry of this formula, charge and spin): 213.8 kJ/mol
* total energy: -12839.654 eV

***

Copy entry 3 word for word.
A 2-piece molecular cluster, C4H8N3O overall at a distorted geometry, computed with ωB97M-V with the def2-TZVPD basis set.

Each atom is followed by the atoms it is bonded to, with distances in Å.
Element x y z (Å)
1 C 1.804 -0.902 0.190  C2 1.494, N5 1.288, H9 1.072
2 C 1.805 0.184 1.215  C1 1.494, N6 1.427, H10 1.092, H13 1.095
3 C 0.567 0.669 -0.467  N5 1.383, N6 1.275, N7 1.446
4 C -2.536 -1.181 0.243  O8 1.204, H11 1.101, H12 1.095
5 N 1.045 -0.586 -0.801  C1 1.288, C3 1.383
6 N 0.953 1.173 0.639  C2 1.427, C3 1.275
7 N -0.444 1.297 -1.289  C3 1.446, H14 1.028, H15 1.066, H16 1.026
8 O -1.920 -0.150 0.324  C4 1.204
9 H 2.332 -1.834 0.238  C1 1.072
10 H 2.790 0.590 1.454  C2 1.092
11 H -3.007 -1.513 -0.696  C4 1.101
12 H -2.668 -1.853 1.098  C4 1.095
13 H 1.377 -0.144 2.168  C2 1.095
14 H -0.423 2.317 -1.160  N7 1.028
15 H -1.344 0.896 -0.882  N7 1.066
16 H -0.331 1.036 -2.274  N7 1.026

Calculated values
* multiplicity: 1
* HOMO energy: -0.5431 Ha
* net charge: +1
* max |F|: 2.197 eV/A
* relative energy (zero: lowest compared OMol25 entry of this formula, charge and spin): 265.7 kJ/mol
* total energy: -10787.547 eV

***

Question: Look up the HOMO energy of the third one.
Answer: -0.5431 Ha